No. 1
{"formula": "C19H36N3O9", "method": "ωB97M-V/def2-TZVPD", "elements": ["O", "O", "O", "O", "O", "O", "O", "O", "O", "N", "N", "N", "C", "C", "C", "C", "C", "C", "C", "C", "C", "C", "C", "C", "C", "C", "C", "C", "C", "C", "C", "H", "H", "H", "H", "H", "H", "H", "H", "H", "H", "H", "H", "H", "H", "H", "H", "H", "H", "H", "H", "H", "H", "H", "H", "H", "H", "H", "H", "H", "H", "H", "H", "H", "H", "H", "H"], "xyz": [[5.977900, 1.424872, 1.168175], [-5.260132, 2.908323, 0.691022], [-6.987832, 2.064996, 1.796972], [-1.794950, -3.748953, 0.357432], [-3.199065, 0.093998, -0.882933], [-5.577260, 0.685086, 0.724708], [7.887296, 0.329475, 0.709982], [5.988486, -0.321141, -0.253391], [-3.866912, -3.126808, -0.289835], [1.772020, -0.546921, -1.643717], [-0.332678, 0.386092, -2.008741], [0.106742, -0.649274, 0.021443], [0.005351, -2.148948, 0.095568], [-1.485123, -2.434474, -0.026395], [-6.074489, 4.036238, 1.054560], [-6.938934, 3.455195, 2.156353], [1.937461, -2.048395, -1.646326], [7.038338, -1.041691, -0.919796], [2.860146, 1.557885, -0.700508], [2.252741, 2.306615, 0.502187], [0.735472, 2.581217, 0.391137], [2.580996, 1.685117, 1.853212], [-4.449671, -1.859605, -0.017942], [2.796679, 0.035090, -0.709672], [-3.155297, -3.746021, 0.735478], [6.567089, 0.563786, 0.603970], [-4.111822, -0.956138, -1.218053], [8.187863, -0.910322, 0.059317], [0.754857, -2.833924, -1.055336], [0.481721, -0.257688, -1.219820], [-5.915592, 1.785951, 1.045266], [-4.015622, -1.396585, 0.865756], [-1.757383, -2.287583, -1.076123], [9.161234, -0.856812, -0.419043], [-1.305151, 0.547108, -1.769975], [-6.479415, 3.542678, 3.141164], [-3.708355, 0.773167, -0.429679], [3.743308, -0.339954, -1.079850], [-3.496249, -4.768837, 0.868054], [0.532890, 3.623406, 0.627064], [2.372070, 1.944989, -1.598868], [2.720824, 3.292370, 0.488040], [3.905761, 1.844629, -0.783428], [2.031502, 0.745711, 1.967700], [-7.941579, 3.870079, 2.188396], [-5.004295, -0.543967, -1.681933], [1.152113, -3.770838, -0.670575], [0.055714, -3.117611, -1.839903], [2.660395, -0.395582, 0.282653], [-5.449927, 4.862531, 1.380017], [-0.772698, -0.225402, 0.306936], [8.195449, -1.705252, 0.806084], [0.154241, 1.944052, 1.054684], [-3.586751, -1.572068, -1.944972], [-0.005282, 0.758314, -2.886577], [2.256113, 2.332459, 2.664922], [-6.653705, 4.341360, 0.182852], [-5.530158, -1.927101, 0.084444], [-3.244723, -3.207783, 1.685423], [0.407911, 2.455904, -0.641878], [0.328057, -2.492476, 1.075433], [7.243623, -0.556637, -1.874951], [-2.044522, -1.715728, 0.578711], [2.848305, -2.301180, -1.113128], [3.638110, 1.464086, 1.963002], [6.735999, -2.070645, -1.095259], [2.070793, -2.360430, -2.679509]], "forces_ev_per_angstrom": [[-0.1, 0.1, 0.0], [0.0, 0.0, 0.0], [0.0, 0.0, 0.0], [0.2, 0.0, 0.2], [0.4, 0.2, -0.2], [0.2, 0.1, -0.1], [0.0, 0.0, 0.0], [0.2, -0.1, 0.0], [-0.8, -0.4, 0.5], [0.0, -0.6, 0.1], [0.1, 0.3, -0.1], [-0.5, -0.2, -0.8], [-0.2, -0.3, 0.3], [0.5, -0.1, -0.2], [-0.1, 0.2, 0.0], [0.0, 0.2, 0.1], [-0.3, -0.1, -0.3], [0.0, -0.1, -0.1], [-0.4, 0.2, 0.2], [-0.1, 0.3, 0.2], [0.4, 0.1, -0.4], [-0.2, -0.4, -0.1], [0.1, 0.5, -0.9], [0.0, 0.0, -0.2], [0.1, 0.0, -0.2], [0.1, 0.0, 0.0], [0.1, -0.2, 0.1], [0.1, -0.1, 0.0], [0.5, 0.0, 0.3], [0.1, 0.4, 0.4], [-0.2, 0.1, 0.1], [-0.2, -0.1, 0.2], [-0.2, 0.2, 0.1], [0.0, 0.1, 0.0], [-0.3, -0.1, 0.3], [0.0, 0.0, 0.0], [-0.2, 0.1, 0.2], [0.0, -0.1, -0.1], [0.2, -0.1, -0.1], [-0.1, 0.0, 0.3], [0.1, -0.1, -0.2], [0.1, 0.0, -0.1], [0.1, 0.0, 0.1], [0.0, 0.0, 0.1], [-0.1, -0.1, -0.1], [0.0, 0.1, 0.0], [0.0, -0.1, -0.1], [-0.1, 0.2, -0.1], [0.0, 0.1, 0.1], [0.1, -0.1, 0.0], [0.0, 0.0, 0.0], [0.0, 0.0, 0.0], [-0.1, 0.0, 0.0], [-0.1, 0.0, -0.1], [0.3, -0.1, 0.0], [0.1, 0.1, 0.1], [0.0, 0.0, 0.0], [0.0, -0.2, 0.2], [-0.2, 0.2, 0.0], [-0.2, 0.0, 0.1], [0.3, 0.1, 0.0], [0.0, 0.0, 0.0], [0.1, 0.0, 0.1], [0.1, 0.2, 0.1], [0.2, 0.1, 0.0], [-0.1, 0.0, 0.1], [0.1, 0.0, -0.1]], "lowdin_charge": [0.167, 0.063, 0.086, -0.053, -0.105, 0.152, 0.077, 0.025, -0.108, -0.037, 0.306, 0.165, -0.206, -0.202, -0.096, -0.093, -0.104, -0.107, -0.134, -0.399, -0.073, -0.072, -0.181, -0.147, -0.220, -0.563, -0.195, -0.104, -0.093, -0.376, -0.551, 0.110, 0.127, 0.136, 0.113, 0.137, 0.067, 0.101, 0.143, 0.080, 0.112, 0.131, 0.109, 0.065, 0.138, 0.122, 0.131, 0.124, 0.116, 0.136, 0.128, 0.136, 0.063, 0.119, 0.152, 0.086, 0.137, 0.127, 0.141, 0.050, 0.156, 0.135, 0.114, 0.116, 0.064, 0.132, 0.122], "charge": 1}

***

No. 2
{"formula": "C19H36NO3", "method": "ωB97M-V/def2-TZVPD", "elements": ["O", "O", "O", "N", "C", "C", "C", "C", "C", "C", "C", "C", "C", "C", "C", "C", "C", "C", "C", "C", "C", "C", "C", "H", "H", "H", "H", "H", "H", "H", "H", "H", "H", "H", "H", "H", "H", "H", "H", "H", "H", "H", "H", "H", "H", "H", "H", "H", "H", "H", "H", "H", "H", "H", "H", "H", "H", "H", "H"], "xyz": [[-0.854517, -1.598451, 0.206289], [2.210293, 0.346258, -1.277610], [2.338131, 1.395035, 0.709720], [2.138473, -2.183590, 0.123296], [3.496380, -2.213373, -0.458932], [-0.299531, -2.660276, -0.526388], [-4.297040, 1.974062, 0.418886], [5.036510, 2.213927, -0.358655], [4.036771, 3.107033, 0.366270], [-1.945705, -0.917134, -0.417047], [2.041842, -3.244218, 1.144685], [2.592713, 2.684372, 0.118490], [1.149148, -2.408526, -0.976305], [-1.522898, 0.138416, -1.463481], [-3.495702, 0.902572, -0.320369], [-4.457106, 0.273039, -1.329161], [2.179521, 0.358338, -0.073844], [-2.184614, 1.422139, -0.945249], [-2.758413, -0.098547, 0.610936], [-1.759874, 0.817892, 1.341702], [1.895672, -0.880335, 0.789103], [-1.382185, 1.869528, 0.281791], [-3.599474, -0.954629, 1.536104], [-5.205863, 1.538226, 0.826528], [1.185215, -1.530047, -1.623574], [4.232124, 3.092466, 1.439554], [1.111568, -3.150309, 1.700364], [-4.585351, 2.755143, -0.280996], [2.379781, 2.630053, -0.952754], [5.002216, 1.196094, 0.026886], [-1.871674, -0.120740, -2.461926], [0.832031, -0.835267, 1.058044], [2.873390, -3.163135, 1.842771], [-0.901443, 0.251908, 1.699128], [-4.297355, -1.565422, 0.968620], [-3.998358, -0.478698, -1.961565], [-1.665260, 2.874183, 0.590051], [3.566349, -1.504658, -1.282227], [4.139609, 4.134009, 0.016227], [-0.360402, -3.568635, 0.086146], [-2.293350, 2.192046, -1.706176], [-0.875352, -2.845878, -1.440003], [-0.312974, 1.881314, 0.070980], [-4.164419, -0.327871, 2.220488], [-2.229971, 1.269161, 2.213410], [4.825448, 2.188244, -1.425197], [-4.855652, 1.051603, -1.975656], [-5.293189, -0.186432, -0.807542], [-0.438931, 0.245318, -1.507689], [-2.592237, -1.683018, -0.860541], [2.080331, -4.222920, 0.669397], [1.898118, 3.372040, 0.605082], [6.044498, 2.592318, -0.217154], [-3.752224, 2.436904, 1.232639], [-2.960254, -1.613638, 2.119984], [4.231796, -1.950425, 0.299794], [3.719931, -3.210535, -0.833055], [1.476219, -3.279644, -1.546736], [2.497241, -0.807270, 1.696486]], "forces_ev_per_angstrom": [[0.1, 0.0, 0.2], [0.1, 0.2, -0.1], [0.0, -0.2, 0.5], [0.1, 0.1, -0.1], [0.9, 0.0, -0.5], [0.2, -0.1, 0.0], [0.2, -0.2, 0.0], [-0.1, 0.2, 0.1], [-0.2, -0.4, -0.1], [-0.4, 0.2, -0.1], [-0.1, -0.6, 0.6], [0.2, 0.8, -0.3], [-1.1, 0.0, -0.6], [0.0, 0.0, -0.1], [-0.1, 0.1, -0.1], [0.2, 0.0, 0.1], [-0.1, -0.7, -0.1], [0.1, 0.1, -0.1], [0.0, -0.4, 0.2], [0.0, -0.1, 0.0], [-0.3, 1.1, 0.4], [0.0, 0.2, -0.1], [0.2, 0.2, -0.2], [-0.1, 0.0, 0.1], [0.1, -0.2, 0.1], [0.0, 0.1, 0.0], [0.0, 0.1, -0.1], [-0.1, 0.1, -0.1], [0.0, 0.0, 0.2], [0.0, -0.1, 0.0], [0.0, 0.0, 0.0], [0.3, -0.1, 0.0], [0.0, 0.1, -0.1], [0.0, 0.0, 0.1], [-0.1, -0.1, 0.0], [0.0, -0.1, -0.1], [0.0, 0.0, 0.0], [-0.1, -0.1, 0.1], [-0.1, 0.1, 0.1], [0.0, 0.0, -0.1], [-0.1, 0.1, 0.0], [0.1, 0.0, 0.0], [0.1, 0.1, 0.0], [-0.1, 0.0, 0.1], [0.0, 0.0, 0.1], [0.0, 0.0, -0.1], [-0.1, 0.0, -0.1], [-0.1, -0.1, 0.0], [0.1, 0.0, 0.0], [0.0, 0.0, 0.0], [0.0, 0.1, -0.1], [0.0, -0.1, -0.1], [0.1, -0.1, 0.0], [0.0, 0.1, 0.1], [0.0, -0.1, 0.1], [-0.1, 0.0, 0.1], [-0.1, 0.0, 0.1], [0.1, 0.0, 0.1], [0.0, -0.2, -0.1]], "lowdin_charge": [-0.133, 0.103, 0.023, -0.307, 0.021, -0.158, -0.014, -0.090, -0.208, -0.245, 0.017, -0.149, -0.067, -0.057, -0.446, -0.014, -0.490, -0.224, -0.390, -0.093, 0.002, -0.109, 0.001, 0.091, 0.128, 0.117, 0.117, 0.096, 0.130, 0.064, 0.121, 0.130, 0.120, 0.102, 0.087, 0.075, 0.116, 0.112, 0.120, 0.130, 0.154, 0.145, 0.094, 0.089, 0.119, 0.082, 0.095, 0.090, 0.106, 0.149, 0.124, 0.133, 0.078, 0.077, 0.088, 0.123, 0.120, 0.149, 0.158], "smiles": "CCCOC(=O)C[N+](C)(C)CCO[C@@H]1C[C@@H]2CC[C@@]1(C)C2(C)C", "charge": 1}

***

No. 3
{"formula": "C19H36O11", "method": "ωB97M-V/def2-TZVPD", "elements": ["O", "O", "O", "O", "O", "O", "O", "O", "O", "O", "O", "C", "C", "C", "C", "C", "C", "C", "C", "C", "C", "C", "C", "C", "C", "C", "C", "C", "C", "C", "H", "H", "H", "H", "H", "H", "H", "H", "H", "H", "H", "H", "H", "H", "H", "H", "H", "H", "H", "H", "H", "H", "H", "H", "H", "H", "H", "H", "H", "H", "H", "H", "H", "H", "H", "H"], "xyz": [[4.015597, -3.342512, -1.201231], [1.221098, 0.270441, 4.824890], [2.766202, -1.239594, 1.585271], [-5.949425, 0.418208, -3.782403], [1.595574, 0.195800, 0.206117], [0.710384, 3.760235, -2.053569], [2.272552, 2.198637, -2.059933], [3.378747, -2.071769, 4.171648], [-3.931831, 3.346803, -1.300002], [-3.395793, 1.324100, -2.020311], [-1.212417, 4.810654, -1.568021], [-0.539515, 3.889410, -1.481520], [-2.166020, 2.272264, -0.065815], [-3.266536, 2.401881, -1.155789], [3.283450, -3.875396, -2.304786], [1.493947, -0.817411, 1.212352], [0.288025, 0.321615, -0.354082], [1.684845, 0.362484, 7.188343], [3.528171, -3.042702, 3.147131], [-6.665574, 1.595511, -4.164964], [-0.838477, 2.570247, -0.774938], [3.167638, -2.821218, -3.394993], [1.028710, 1.054388, 6.003744], [3.974392, -5.128991, -2.819019], [-6.071641, 2.802008, -3.457041], [0.190151, 1.736114, -0.901464], [1.602227, 2.446090, 5.788620], [2.864498, -2.644821, 1.790464], [-6.610404, 1.756216, -5.676330], [1.218346, 2.508893, -1.720097], [0.994523, -0.396772, 2.119339], [-0.447970, 0.234396, 0.470578], [4.990550, -4.901197, -3.153362], [2.678958, -1.924142, -3.010109], [4.580457, -3.327818, 3.004556], [-6.609486, 3.717168, -3.713650], [4.897808, -3.110448, -1.515155], [1.910048, -3.195283, 1.709854], [1.129560, 2.926919, 4.930331], [-6.109118, 2.667580, -2.377138], [2.594164, -3.193796, -4.245994], [2.172794, 0.203908, 4.667221], [-5.020783, 2.929522, -3.724017], [2.758914, 0.243082, 7.020719], [3.523227, -3.046890, 0.976831], [-7.030287, 0.878263, -6.170987], [-5.575478, 1.850915, -6.017792], [-7.165584, 2.638355, -6.000384], [-0.048067, 1.122825, 6.169208], [2.288583, -4.130904, -1.933839], [-3.848976, 0.577737, -1.598121], [2.673624, 2.394552, 5.575601], [3.008574, -3.964865, 3.492157], [-7.701452, 1.456599, -3.849549], [-5.031794, 0.533385, -4.057483], [1.270717, -0.638065, 7.325059], [0.855297, -1.620630, 0.787642], [-2.188873, 1.239897, 0.315151], [0.087114, -0.443156, -1.128012], [1.537150, 0.930093, 8.108926], [4.157432, -2.518382, -3.747718], [1.452150, 3.075365, 6.667697], [2.442858, -1.820385, 4.175118], [4.059399, -5.872760, -2.024754], [3.424750, -5.569925, -3.652678], [-2.347708, 2.997272, 0.742485]], "forces_ev_per_angstrom": [[-0.2, -0.1, 0.2], [-0.2, -0.2, -0.2], [-0.7, -0.4, -0.1], [-0.2, -0.3, 0.1], [-0.5, -0.8, 0.3], [-0.4, 0.0, 0.4], [3.2, -1.1, -1.1], [0.0, 0.1, -0.2], [-1.0, 2.0, -0.1], [0.3, -0.2, 0.2], [-2.3, 3.6, -0.4], [2.0, -4.2, 0.7], [0.2, 0.2, -1.1], [0.8, -1.6, 0.9], [0.6, 0.1, -0.4], [-0.1, 0.4, 0.3], [0.8, 1.2, 0.1], [-0.1, -0.2, 0.1], [-0.9, -0.5, 0.0], [0.6, 0.4, -0.3], [-0.7, -0.4, 0.7], [-0.2, 0.1, 0.0], [0.7, 0.1, 0.1], [-0.1, -0.2, 0.1], [-0.2, 0.0, 0.1], [-0.3, 0.5, -0.5], [-0.1, 0.1, -0.1], [1.4, -1.1, -0.6], [-0.2, -0.2, -0.1], [-2.5, 0.1, 1.1], [0.0, 0.0, -0.5], [0.1, 0.0, -0.5], [-0.1, 0.1, -0.1], [0.0, 0.0, 0.0], [-0.2, 0.6, 0.3], [0.0, 0.0, 0.0], [-0.1, 0.0, 0.0], [0.0, 0.7, 0.0], [0.0, 0.0, 0.1], [0.0, 0.0, 0.0], [0.0, 0.0, 0.0], [0.0, 0.1, 0.0], [0.0, 0.0, -0.1], [0.0, 0.1, 0.0], [-0.7, 0.2, 0.6], [0.0, 0.0, 0.0], [0.0, 0.1, 0.1], [0.0, 0.0, 0.0], [0.0, -0.1, -0.2], [0.1, 0.1, 0.2], [0.2, 0.2, 0.0], [0.0, -0.1, 0.1], [0.4, 0.2, -0.3], [0.1, -0.2, 0.1], [-0.1, 0.1, 0.0], [0.0, 0.1, 0.0], [0.5, 0.0, 0.3], [0.2, 0.5, 0.0], [0.1, 0.2, 0.3], [0.0, 0.0, 0.0], [0.0, -0.1, 0.0], [0.0, 0.0, 0.0], [0.2, -0.1, 0.1], [-0.1, 0.0, 0.0], [0.0, 0.0, 0.0], [-0.1, -0.2, -0.4]], "lowdin_charge": [-0.068, -0.072, -0.071, -0.066, -0.075, 0.154, 0.229, -0.072, 0.174, 0.062, 0.237, -0.414, 0.007, -0.494, -0.493, -0.251, -0.132, -0.060, -0.217, -0.491, -0.046, -0.058, -0.492, -0.065, -0.069, -0.002, -0.062, -0.175, -0.066, -0.396, 0.140, 0.117, 0.082, 0.076, 0.118, 0.085, 0.096, 0.121, 0.078, 0.070, 0.081, 0.076, 0.076, 0.085, 0.108, 0.077, 0.081, 0.079, 0.137, 0.137, 0.124, 0.084, 0.116, 0.137, 0.076, 0.080, 0.130, 0.114, 0.149, 0.080, 0.084, 0.081, 0.067, 0.079, 0.080, 0.143], "smiles": "O=C(O)CC1=C(COCOCCO)C(=O)OC1=O.CC(C)O.CC(C)O.CC(C)O"}

***

Sequential highest occupied orbital energy output: -0.4554 -0.4676 -0.3615 Eh